(1)
Entry from the OMol25 dataset: an isolated ion of composition C17H39N4O4P2 and charge +1 at a distorted geometry (ωB97M-V/def2-TZVPD).

- energy above the lowest of the compared OMol25 structures with the same formula, charge and spin (kcal/mol) = 263.1
- net charge = +1
- energy (hartree) = -1873.24470
- SMILES = CCC[N@H+]1[C@@](N)(CCCC(=O)OCC)[C@H](P(=N)(O)O)C[C@@]1(N)P(CC)CC
- HOMO-LUMO gap (Ha) = 0.3114

Geometry as XYZ:
```
66
Properties=species:S:1:pos:R:3:forces:R:3
C -0.62360 0.43894 2.85665 0.17 0.35 -0.07
C 0.57140 -0.62234 2.50616 -0.29 0.10 1.25
C 0.36990 -1.50995 1.15104 -0.05 -1.22 3.17
N 0.96032 -0.94768 -0.11559 -1.42 -3.15 -3.33
C 0.17937 0.13112 -0.89798 -0.55 2.71 -1.74
N 0.19121 -0.16519 -2.41488 0.36 1.16 1.10
C -1.43446 0.27564 -0.66596 -1.37 0.49 0.77
C -2.01850 1.81381 -0.96780 -0.88 -0.81 -0.42
C -3.61118 1.84454 -0.45754 0.34 -0.05 0.26
C -4.59047 2.68363 -1.48220 0.90 4.62 -4.94
O -4.07088 3.55494 -2.39144 -3.19 -5.94 6.16
O -6.08228 2.61365 -1.47815 4.03 -1.10 1.03
C -6.56151 1.53213 -0.60370 -0.73 -1.01 0.50
C -8.19450 1.32677 -0.69188 -0.04 0.34 -0.35
C 1.13571 1.44633 -0.50188 -0.23 -0.88 1.63
P 1.27937 2.89194 -1.73790 -0.52 5.24 1.04
N 0.95660 4.30785 -0.95707 0.70 -3.60 -0.77
O 0.17768 2.82960 -3.08514 2.78 0.00 1.26
O 2.92269 3.02960 -2.36335 -3.73 -2.68 -1.09
C 2.59346 0.86950 0.08308 0.16 0.98 0.77
C 2.49122 -0.77152 -0.21190 1.96 3.48 -0.46
N 3.10010 -0.80703 -1.63211 -1.16 -0.44 0.69
P 3.65415 -1.96864 0.67203 2.33 1.09 0.33
C 3.72886 -1.82049 2.54729 -1.09 -1.82 2.02
C 4.96112 -2.82211 3.07192 -0.71 -0.82 -0.62
C 3.66347 -3.73345 -0.00701 -0.60 -1.17 -1.11
C 2.20261 -4.43291 -0.24286 0.39 -1.65 0.32
H -0.54535 0.74856 3.98709 -0.15 -0.70 -2.24
H -1.67999 -0.04534 2.67541 2.06 1.05 0.35
H -0.51094 1.45095 2.23591 -0.42 -2.27 1.21
H 0.58857 -1.40291 3.41056 -0.04 1.61 -2.11
H 1.58577 -0.03907 2.58561 -1.89 -1.37 -0.48
H -0.77795 -1.78268 1.08253 2.45 0.83 -0.48
H 0.91387 -2.55321 1.35602 -1.04 2.43 -0.73
H 0.84015 -1.76517 -0.78791 0.02 0.87 0.64
H -0.62243 0.33835 -2.88177 1.35 -0.85 1.12
H 1.03186 0.25092 -2.86940 -0.79 -0.71 0.49
H -1.82819 0.00361 0.39729 1.15 0.42 -1.79
H -2.04604 -0.41891 -1.42100 1.74 1.24 1.64
H -2.06801 1.90165 -2.13362 0.38 0.46 2.35
H -1.39578 2.64705 -0.43205 -1.22 -1.56 -1.36
H -3.90899 0.71457 -0.32150 0.09 2.39 -0.32
H -3.68787 2.38036 0.59736 0.07 -1.16 -2.20
H -6.05142 0.53600 -0.98954 -1.04 1.94 1.19
H -6.26988 1.81868 0.49586 -0.49 -0.84 -2.04
H -8.62433 1.03630 0.36274 0.99 0.57 -2.09
H -8.73253 2.32639 -1.04277 1.29 -2.15 0.77
H -8.46608 0.46486 -1.45275 0.61 1.89 1.56
H 0.71138 1.96698 0.48432 0.50 -0.94 -2.57
H 0.70375 4.12692 0.03858 0.34 0.25 -1.07
H 0.21167 3.72002 -3.54615 -0.04 -1.12 0.93
H 2.92490 2.40717 -3.17391 0.41 1.49 1.42
H 3.53314 1.42975 -0.39550 -2.13 -1.73 0.69
H 2.66938 1.23084 1.19346 -0.36 -1.10 -1.90
H 4.10392 -1.07459 -1.51484 -1.25 0.43 -0.08
H 3.05731 0.13407 -2.07833 0.14 -1.11 0.68
H 3.83221 -0.73763 2.97879 -0.11 -1.99 -1.27
H 2.74033 -2.31263 2.99892 2.10 1.26 -0.56
H 4.60037 -3.91933 2.79627 0.87 2.24 0.68
H 5.08318 -2.81281 4.24355 -0.18 0.31 -2.52
H 5.96550 -2.64558 2.48712 -1.98 -0.12 1.38
H 4.40756 -4.37840 0.66674 -1.87 1.51 -1.31
H 4.19174 -3.69760 -1.07726 -1.13 0.17 2.41
H 1.57985 -3.92680 -1.09912 1.24 -0.79 1.75
H 1.57287 -4.55806 0.76198 1.35 0.49 -2.21
H 2.41466 -5.55198 -0.60052 -0.59 2.44 0.66
```
Positions in Å, forces in eV/Å.



(2)
Entry from the OMol25 dataset: CsO4S as an isolated structure at a distorted geometry (ωB97M-V/def2-TZVPD).

- energy above the lowest of the compared OMol25 structures with the same formula, charge and spin (kcal/mol) = 8.7
- net charge = -1
- energy (hartree) = -719.34781
- HOMO-LUMO gap (Ha) = 0.1605

Geometry as XYZ:
```
6
Properties=species:S:1:pos:R:3:forces:R:3
Cs 1.03027 -1.86235 2.03494 -0.59 0.99 -0.95
S -0.17656 0.35609 -0.45387 -2.22 1.46 -0.87
O -0.88134 1.63654 -0.35072 -0.38 0.80 -1.06
O -1.04564 -0.60253 0.30350 0.55 -1.99 0.39
O 0.02200 -0.09481 -1.88244 0.42 0.25 2.17
O 1.05129 0.56706 0.34862 2.21 -1.51 0.33
```
Positions in Å, forces in eV/Å.



(3)
Entry from the OMol25 dataset: one molecule with the formula C4H8N2O2 at a distorted geometry (ωB97M-V/def2-TZVPD).

- energy above the lowest of the compared OMol25 structures with the same formula, charge and spin (kcal/mol) = 54.9
- net charge = 0
- energy (hartree) = -417.16841
- HOMO-LUMO gap (Ha) = 0.3484

Geometry as XYZ:
```
16
Properties=species:S:1:pos:R:3:forces:R:3
C 0.67527 0.27081 -0.10000 -1.39 2.32 0.02
C 1.11416 2.05405 -0.28148 -1.05 -1.79 -0.81
C -0.50552 -1.71128 0.40669 -1.59 0.73 -1.96
C -1.72484 0.51914 -0.02668 3.29 1.24 -1.67
N 1.73384 -0.44803 -0.21710 1.04 -3.35 1.92
N -0.49046 -0.25627 0.22863 0.34 -0.90 -0.45
O 2.31475 2.12420 -0.21443 0.37 0.26 0.15
O 0.10124 2.65886 -0.51383 0.07 1.17 0.20
H -0.10130 -2.01365 1.31788 0.35 -0.54 1.70
H -0.04402 -2.26095 -0.39066 1.13 0.14 -0.60
H -1.50032 -2.05257 0.20048 -0.91 -0.11 0.94
H -1.96489 0.58564 -1.08764 0.15 -0.34 -0.13
H -1.40059 1.50420 0.24350 -0.55 0.67 0.17
H -2.54742 0.22569 0.47490 -2.38 -1.37 2.06
H 2.52615 0.12046 -0.46134 0.78 0.03 0.45
H 1.81394 -1.32028 0.42109 0.36 1.83 -1.99
```
Positions in Å, forces in eV/Å.



(4)
Entry from the OMol25 dataset: one molecule with the formula C4H8N4 at a distorted geometry (ωB97M-V/def2-TZVPD).

- energy above the lowest of the compared OMol25 structures with the same formula, charge and spin (kcal/mol) = 57.9
- net charge = 0
- energy (hartree) = -376.15627
- SMILES = N/N=C1\NC[C@H]2CN12
- HOMO-LUMO gap (Ha) = 0.3564

Geometry as XYZ:
```
16
Properties=species:S:1:pos:R:3:forces:R:3
N -2.59557 0.06583 0.23640 -1.61 -0.08 0.40
N -1.54470 -0.83308 -0.11967 -0.05 0.29 -0.17
C -0.50543 -0.13954 -0.32163 1.61 -0.48 1.03
N -0.22862 1.21934 -0.15177 -0.76 -0.87 -0.70
C 1.14558 1.36332 0.24060 0.97 0.76 0.49
C 1.79011 0.06715 -0.20038 1.57 -0.70 -1.44
C 1.55736 -1.17324 0.56322 0.47 -0.66 -0.44
N 0.73218 -0.83576 -0.60154 -0.95 0.10 -0.29
H -3.16596 -0.39128 0.96756 0.66 0.15 -0.35
H -3.23384 0.01918 -0.55373 -0.08 0.28 -0.10
H -0.94060 1.85949 0.19046 0.16 -0.66 -0.04
H 1.61670 2.23280 -0.24006 -0.10 -0.22 0.20
H 1.21489 1.46721 1.33650 0.21 0.17 -0.24
H 2.66046 -0.03584 -0.91698 -0.96 1.02 0.99
H 1.14817 -1.13012 1.53621 -0.69 0.28 0.87
H 2.23142 -2.04194 0.44519 -0.47 0.62 -0.20
```
Positions in Å, forces in eV/Å.



(5)
Entry from the OMol25 dataset: C10H41B2KO11 as an isolated structure at a distorted geometry (ωB97M-V/def2-TZVPD).

- energy above the lowest of the compared OMol25 structures with the same formula, charge and spin (kcal/mol) = 0.0
- net charge = 0
- energy (hartree) = -1882.52703
- HOMO-LUMO gap (Ha) = 0.3430

Geometry as XYZ:
```
65
Properties=species:S:1:pos:R:3:forces:R:3
O 17.49464 -2.31359 10.43205 -1.28 -2.63 1.80
H 17.57151 -2.39247 11.38571 0.02 -0.05 0.57
H 18.35602 -2.46664 10.03684 1.92 -0.16 -1.22
H 17.18947 -1.42937 10.21611 -1.04 2.97 -1.08
K 20.24889 0.20725 8.15474 -0.08 0.29 0.11
B 16.71290 0.27076 9.15897 -0.41 -0.08 -0.68
H 17.21017 -0.33008 8.41334 1.63 -2.85 -2.97
H 17.37533 1.12088 9.21126 1.58 3.83 -0.22
H 15.66911 0.47042 8.97220 -3.55 0.82 -0.75
H 16.83836 -0.15358 10.14306 0.03 -1.90 4.09
B 20.05413 -2.36205 9.31141 0.23 -0.16 0.46
H 20.89313 -2.24786 8.64261 2.64 0.36 -2.96
H 20.01280 -1.50367 9.96387 -0.29 3.01 2.46
H 19.09894 -2.59539 8.86714 -3.28 -0.33 -2.75
H 20.19402 -3.25881 9.89494 1.03 -3.29 2.50
C 21.37479 -4.69903 12.29629 0.68 -0.88 0.66
C 22.46883 -5.75086 11.79047 -1.13 2.10 -0.27
O 22.64275 -5.76934 10.35630 0.10 0.05 1.35
O 21.74476 -3.33005 12.56264 0.67 -1.31 -0.77
H 21.20413 -5.12941 13.28308 -0.91 0.19 0.02
H 20.51741 -4.61456 11.62856 -0.25 -0.80 0.15
H 22.16787 -6.74083 12.13320 0.08 0.06 -0.25
H 23.35243 -5.39612 12.32103 0.50 -0.44 -0.18
H 22.83931 -4.85671 10.13256 0.27 0.36 -0.48
H 21.97054 -3.06779 11.66718 0.21 0.95 -0.13
C 19.89583 -6.61068 8.79968 0.07 -0.04 0.36
C 19.53627 -5.86689 7.48665 -0.49 -0.81 0.86
O 20.46527 -4.82221 7.23218 -0.41 -0.21 0.00
O 21.09753 -7.29668 8.80261 0.71 -1.10 -1.14
H 19.16551 -7.34242 9.14509 -0.72 0.15 -0.56
H 20.02012 -5.93348 9.64468 -0.73 0.92 -0.14
H 18.53007 -5.46729 7.61298 -0.19 0.34 0.17
H 19.41792 -6.49580 6.60428 0.65 -0.28 0.11
H 20.20902 -4.19642 7.91360 0.47 0.64 0.19
H 21.74567 -6.76975 9.27574 0.38 0.21 0.12
C 24.13259 -0.68022 9.10221 -0.08 -1.50 -1.40
C 23.34328 -1.49876 10.14003 2.03 2.36 0.35
O 23.21432 -2.79246 9.66191 -1.25 -0.43 0.21
O 23.43056 -0.41949 7.79968 0.66 1.78 2.59
H 24.95636 -1.34644 8.84594 0.15 -0.14 -0.11
H 24.66142 0.16582 9.54115 -0.85 0.72 -0.46
H 22.41630 -0.98685 10.39840 -0.48 -0.30 -0.08
H 23.92681 -1.51443 11.06055 0.19 0.06 0.09
H 22.35026 -2.62131 9.28022 -0.65 -1.53 -0.96
H 22.98566 -1.18980 7.43874 0.21 -1.11 0.02
C 20.10051 2.44765 12.30250 1.59 -0.03 -2.73
C 18.85590 1.84672 11.75378 -1.79 -1.68 1.47
O 19.05099 0.90433 10.67324 2.41 1.24 0.83
O 20.79945 1.61470 13.18100 -0.46 -0.46 0.94
H 20.07281 3.51407 12.52626 -0.49 -0.14 0.76
H 20.62694 2.41786 11.34852 0.94 0.53 -0.35
H 18.11499 2.63257 11.60689 0.01 -0.03 -0.84
H 18.43452 1.21460 12.53543 -0.28 0.17 0.47
H 18.24052 0.72520 10.19089 -0.85 0.43 0.09
H 21.67174 1.95550 13.39213 -0.08 0.21 -0.17
C 22.84363 -2.92910 5.26556 -0.12 0.26 0.43
C 23.26863 -4.38324 5.27963 -2.89 -0.27 -0.59
O 22.05273 -5.11189 4.82526 1.66 -0.06 -1.01
O 22.39801 -2.57057 6.56193 0.14 1.02 0.94
H 21.97690 -2.68456 4.65148 0.31 -0.79 -0.81
H 23.64881 -2.28876 4.90537 0.16 0.31 0.65
H 23.41653 -4.80435 6.27407 0.78 0.67 0.07
H 24.13825 -4.43434 4.62448 -0.31 -1.07 -0.23
H 21.48908 -5.30018 5.57922 0.25 0.19 0.43
H 21.49528 -2.87683 6.67535 -0.07 -0.31 -0.05
```
Positions in Å, forces in eV/Å.



Number 4 is which compound? C4H8N4